No. 1
{"formula": "C41H34Cl2N2O5Pb", "method": "the ωB97M-V functional and the def2-TZVPD basis", "homo_energy_ev": -13.60, "charge": 2, "lumo_ev": -8.163, "e_above_lowest_kj_mol": 0.0, "orbital_gap_ha": 0.200, "species": ["Pb", "O", "C", "C", "C", "C", "C", "C", "C", "C", "C", "O", "C", "C", "C", "C", "C", "C", "C", "C", "C", "C", "C", "C", "N", "C", "C", "C", "C", "C", "C", "C", "C", "C", "C", "C", "C", "H", "H", "H", "H", "H", "H", "H", "H", "H", "H", "H", "H", "H", "H", "H", "H", "H", "H", "H", "H", "H", "H", "H", "H", "H", "H", "H", "O", "N", "Cl", "C", "Cl", "H", "H", "O", "C", "O", "C", "C", "C", "C", "C", "C", "H", "H", "H", "H", "H"], "coordinates": [[0.422, -0.673, 0.131], [2.192, -0.543, 1.106], [3.199, -0.177, 0.157], [3.263, 1.335, 0.032], [2.090, 2.036, -0.617], [2.332, 3.298, -1.142], [1.297, 4.061, -1.639], [0.011, 3.557, -1.562], [-0.196, 2.296, -1.039], [-1.606, 1.823, -0.818], [-2.037, 1.960, 0.663], [-1.047, 0.998, 1.252], [-1.786, 3.346, 1.210], [-0.608, 3.694, 1.861], [-0.404, 5.002, 2.277], [-1.364, 5.971, 2.030], [-2.536, 5.629, 1.368], [-2.750, 4.321, 0.964], [-3.441, 1.446, 0.917], [-3.941, 1.509, 2.217], [-5.210, 1.038, 2.506], [-6.004, 0.516, 1.494], [-5.523, 0.469, 0.196], [-4.246, 0.930, -0.092], [0.839, 1.517, -0.620], [4.537, -0.720, 0.685], [5.705, -0.515, -0.059], [6.917, -0.969, 0.416], [6.973, -1.652, 1.631], [5.807, -1.872, 2.366], [4.589, -1.420, 1.889], [2.952, -0.872, -1.191], [3.067, -0.222, -2.426], [2.805, -0.900, -3.601], [2.446, -2.242, -3.575], [2.350, -2.905, -2.367], [2.606, -2.229, -1.180], [4.170, 1.636, -0.492], [3.367, 1.724, 1.051], [3.346, 3.674, -1.141], [1.482, 5.044, -2.050], [-0.841, 4.141, -1.876], [-1.733, 0.786, -1.138], [-2.288, 2.426, -1.416], [0.162, 2.958, 2.052], [0.507, 5.260, 2.799], [-1.207, 6.988, 2.359], [-3.292, 6.378, 1.178], [-3.677, 4.057, 0.470], [-3.343, 1.944, 3.008], [-5.586, 1.098, 3.518], [-7.002, 0.163, 1.717], [-6.142, 0.079, -0.601], [-3.906, 0.878, -1.117], [5.666, -0.006, -1.016], [7.818, -0.801, -0.157], [7.921, -2.014, 2.004], [5.859, -2.381, 3.319], [3.684, -1.574, 2.460], [3.360, 0.817, -2.475], [2.883, -0.383, -4.548], [2.255, -2.767, -4.500], [2.093, -3.953, -2.337], [2.578, -2.764, -0.236], [-0.364, -0.291, 2.700], [-1.089, 0.635, 2.558], [0.495, -3.189, 2.109], [1.165, -4.773, 1.599], [0.696, -5.199, -0.037], [0.757, -5.504, 2.287], [2.245, -4.709, 1.675], [-0.482, -2.015, -1.224], [-1.665, -2.028, -0.651], [-1.836, -1.187, 0.261], [-2.666, -2.971, -1.116], [-3.802, -3.169, -0.322], [-4.771, -4.060, -0.742], [-4.610, -4.741, -1.941], [-3.481, -4.542, -2.729], [-2.500, -3.661, -2.316], [-3.911, -2.618, 0.602], [-5.656, -4.223, -0.143], [-5.372, -5.435, -2.267], [-3.371, -5.078, -3.660], [-1.616, -3.495, -2.917]]}

No. 2
{"formula": "C23H41N6O6PRhS2", "method": "the ωB97M-V functional and the def2-TZVPD basis", "homo_energy_ev": [-16.13, -16.13], "charge": 3, "lumo_ev": [-9.843, -9.843], "orbital_gap_ha": [0.231, 0.231], "species": ["Rh", "O", "C", "O", "C", "C", "C", "C", "C", "N", "C", "O", "O", "H", "H", "H", "H", "H", "S", "C", "N", "C", "C", "C", "N", "H", "H", "H", "H", "C", "N", "C", "P", "O", "N", "C", "C", "N", "C", "C", "H", "H", "H", "H", "H", "H", "H", "H", "H", "H", "H", "H", "H", "H", "H", "H", "H", "H", "C", "C", "C", "S", "O", "C", "C", "C", "H", "H", "H", "H", "H", "H", "H", "H", "H", "H", "H", "H", "H", "H"], "coordinates": [[-0.318, 0.020, 0.086], [1.889, 0.229, -3.392], [1.377, 0.043, -2.219], [0.166, -0.071, -1.997], [2.365, -0.059, -1.097], [3.746, -0.128, -1.177], [4.454, -0.209, 0.020], [3.777, -0.169, 1.239], [2.394, -0.086, 1.216], [1.741, -0.075, 0.067], [1.418, 0.019, 2.360], [1.789, 0.235, 3.581], [0.212, -0.122, 2.129], [1.207, 0.283, -4.089], [4.248, -0.113, -2.136], [5.534, -0.283, 0.006], [4.336, -0.200, 2.167], [2.747, 0.329, 3.710], [-2.450, 0.907, 0.259], [-3.992, 0.190, -0.245], [-4.440, -1.019, 0.145], [-5.711, -1.406, -0.053], [-6.581, -0.547, -0.670], [-6.052, 0.662, -1.104], [-4.783, 1.023, -0.888], [-3.747, -1.679, 0.497], [-5.980, -2.392, 0.300], [-7.614, -0.814, -0.830], [-6.658, 1.370, -1.658], [2.764, 3.611, 0.003], [1.486, 4.171, -0.411], [1.600, 5.211, -1.438], [0.072, 3.515, 0.074], [0.222, 1.978, 0.108], [-0.201, 4.076, 1.574], [0.320, 5.365, 2.049], [-0.968, 3.359, 2.592], [-1.083, 3.971, -0.973], [-1.866, 5.193, -0.752], [-1.582, 3.162, -2.083], [3.248, 3.089, -0.831], [2.623, 2.915, 0.829], [3.438, 4.400, 0.339], [2.008, 4.809, -2.369], [2.269, 5.995, -1.081], [0.634, 5.655, -1.652], [0.765, 5.935, 1.239], [1.078, 5.217, 2.821], [-0.495, 5.948, 2.479], [-1.309, 2.397, 2.223], [-1.840, 3.937, 2.901], [-0.344, 3.193, 3.474], [-1.459, 5.782, 0.066], [-2.903, 4.947, -0.514], [-1.856, 5.804, -1.656], [-0.985, 2.263, -2.206], [-1.541, 3.737, -3.011], [-2.617, 2.868, -1.902], [-0.033, -5.025, 3.026], [-0.575, -4.435, 1.724], [-0.216, -2.949, 1.646], [-0.801, -2.208, 0.134], [-2.245, -2.470, 0.030], [0.046, -3.124, -1.171], [-0.909, -4.059, -1.913], [-0.125, -4.865, -2.945], [-0.262, -6.088, 3.075], [-0.483, -4.545, 3.896], [1.050, -4.916, 3.093], [-1.658, -4.544, 1.678], [-0.153, -4.975, 0.873], [0.866, -2.785, 1.688], [-0.690, -2.370, 2.440], [0.862, -3.664, -0.684], [0.473, -2.386, -1.845], [-1.688, -3.469, -2.396], [-1.404, -4.723, -1.206], [0.408, -4.216, -3.643], [-0.804, -5.487, -3.526], [0.603, -5.524, -2.469]]}

No. 3
{"formula": "C22H30N11O5S2W", "method": "the ωB97M-V functional and the def2-TZVPD basis", "homo_energy_ev": -16.43, "charge": 3, "lumo_ev": -10.220, "e_above_lowest_kj_mol": 198.7, "orbital_gap_ha": 0.228, "species": ["W", "N", "C", "S", "N", "N", "C", "C", "C", "C", "C", "C", "N", "H", "H", "H", "H", "H", "H", "H", "O", "C", "C", "O", "C", "C", "O", "C", "O", "O", "C", "C", "C", "C", "N", "C", "S", "N", "C", "C", "C", "C", "H", "H", "H", "H", "H", "H", "H", "H", "H", "H", "H", "H", "H", "H", "H", "H", "H", "H", "H", "H", "N", "N", "N", "C", "N", "N", "H", "H", "H"], "coordinates": [[-0.998, -0.054, 2.218], [3.470, 0.499, 1.050], [2.269, 0.230, 1.566], [1.060, -0.537, 0.498], [2.013, 0.443, 2.822], [0.741, 0.044, 3.173], [0.283, 0.307, 4.361], [-0.950, -0.367, 4.740], [-1.549, -0.291, 6.001], [-2.590, -1.135, 6.276], [-3.045, -2.043, 5.296], [-2.490, -2.044, 4.056], [-1.460, -1.190, 3.775], [3.723, 0.185, 0.128], [4.218, 0.783, 1.670], [0.876, 0.917, 5.035], [-1.150, 0.384, 6.746], [-3.048, -1.132, 7.257], [-3.838, -2.745, 5.516], [-2.800, -2.705, 3.261], [-6.215, -2.017, -0.391], [-5.234, -1.681, 0.175], [-5.131, -0.580, 1.288], [-6.010, -0.054, 1.887], [-3.646, -0.418, 1.471], [-2.958, -1.300, 0.734], [-1.601, -1.135, 0.785], [-3.771, -2.130, -0.177], [-3.407, -2.930, -0.984], [-2.929, 0.510, 2.087], [4.473, 0.539, -4.307], [4.707, 1.930, -3.717], [3.486, 2.849, -3.671], [2.411, 2.476, -2.663], [1.697, 1.241, -3.108], [0.938, 0.426, -2.418], [0.429, 0.960, -0.790], [0.461, -0.699, -2.904], [-0.616, -1.565, -2.330], [-1.006, -2.664, -3.303], [-0.019, -3.820, -3.440], [1.333, -3.461, -4.052], [5.419, 0.027, -4.480], [3.968, 0.596, -5.277], [3.888, -0.114, -3.649], [5.468, 2.437, -4.310], [5.129, 1.845, -2.710], [3.029, 2.930, -4.665], [3.799, 3.862, -3.414], [1.677, 3.276, -2.572], [2.852, 2.279, -1.685], [1.821, 1.006, -4.089], [0.795, -0.974, -3.823], [-1.470, -0.922, -2.123], [-0.262, -2.002, -1.396], [-1.211, -2.211, -4.280], [-1.966, -3.042, -2.945], [-0.498, -4.579, -4.060], [0.127, -4.287, -2.461], [1.215, -2.916, -4.997], [1.906, -4.357, -4.285], [1.962, -2.867, -3.379], [-1.877, 4.682, 4.014], [-1.297, 3.865, 3.104], [-0.415, 4.318, 2.223], [-0.065, 3.199, 1.610], [-0.732, 2.142, 2.091], [-1.512, 2.607, 3.085], [-1.745, 5.652, 3.764], [-2.792, 4.350, 4.282], [0.657, 3.172, 0.813]]}

These records have M values of 912.838; 695.631; 776.528 g mol⁻¹, in the order they appear.